(1)
{"formula": "C6H6N2", "method": "ωB97M-V with the def2-TZVPD basis set", "relative_energy_ev": 5.452, "elements": ["C", "C", "C", "C", "C", "C", "N", "N", "H", "H", "H", "H", "H", "H"], "positions_angstrom": [[-0.1268, -1.3123, -0.3960], [0.9530, -0.4014, -0.0269], [2.3076, -0.3951, -0.0902], [-1.4885, -0.8655, 0.0680], [0.2107, 0.8941, 0.2525], [-1.2583, 0.6689, -0.2031], [3.4588, -0.4817, 0.2312], [-2.4681, -1.6395, 0.2432], [0.1310, 1.2969, 1.3486], [0.6672, 1.8311, -0.3147], [-1.1864, 0.5727, -1.2973], [-2.0755, 1.2727, 0.2374], [4.2018, -0.3452, -0.3460], [-3.3264, -1.0957, 0.2934]]}


(2)
{"formula": "C6H6N2", "method": "ωB97M-V with the def2-TZVPD basis set", "relative_energy_ev": 6.036, "elements": ["C", "C", "C", "C", "C", "C", "N", "N", "H", "H", "H", "H", "H", "H"], "positions_angstrom": [[-2.3129, 0.1463, -0.7396], [0.0967, 1.3650, 1.5923], [0.3101, 0.1196, 1.2886], [-0.9913, 0.0462, -0.7724], [0.2778, -0.2497, -0.2023], [1.2197, -1.2408, -0.7880], [-3.4445, 0.3302, -0.8836], [-0.0560, 1.0477, -0.9471], [0.1615, 2.1629, 2.2388], [0.5316, -0.7499, 2.0324], [1.0168, -2.3214, -0.4258], [2.1942, -1.1112, -0.4289], [1.1088, -1.4010, -1.8562], [-0.1125, 1.8560, -0.1081]]}


(3)
{"formula": "C6H6N2", "method": "ωB97M-V with the def2-TZVPD basis set", "relative_energy_ev": 2.773, "smiles": "[H]/N=C1\\N=CC(=C)C1=C", "elements": ["C", "C", "C", "C", "C", "C", "H", "H", "H", "H", "H", "H", "N", "N"], "positions_angstrom": [[1.6265, 0.7760, 1.2814], [0.5648, 0.6544, 0.4001], [-0.5859, 1.5867, 0.4029], [-1.2935, -0.2119, -0.7884], [0.1196, -0.5691, -0.3693], [0.7545, -1.7395, -0.4383], [1.6770, 1.7145, 1.7673], [2.2937, -0.1188, 1.5970], [-0.3388, 2.6611, 0.5743], [-2.9531, -0.2914, -1.7612], [1.6433, -2.1915, 0.2269], [0.1649, -2.3380, -1.1217], [-1.6583, 0.9160, -0.1104], [-2.0147, -0.8483, -1.6606]]}


(4)
{"formula": "C6H6N2O", "method": "ωB97M-V with the def2-TZVPD basis set", "relative_energy_ev": 2.566, "smiles": "CO/C(C#N)=C(/C)C#N", "elements": ["C", "C", "C", "C", "C", "C", "N", "N", "O", "H", "H", "H", "H", "H", "H"], "positions_angstrom": [[-0.5523, -1.7067, -1.4020], [0.8696, 1.0788, 0.7269], [0.3245, -0.8176, -0.8264], [-0.0672, 0.1262, 0.1907], [1.7770, -0.8227, -1.3450], [-1.7745, 0.9602, 1.7034], [-1.1929, -2.3935, -2.0405], [1.6635, 1.8613, 0.9681], [-1.2922, -0.0037, 0.7225], [1.8581, -0.1034, -2.2101], [1.9372, -1.8417, -1.7089], [2.3312, -0.3171, -0.6965], [-1.3648, 1.1058, 2.7487], [-2.9081, 0.8892, 1.7922], [-1.6090, 1.9849, 1.3771]]}


(5)
{"formula": "C6H6N2O", "method": "ωB97M-V with the def2-TZVPD basis set", "relative_energy_ev": 5.116, "elements": ["C", "C", "C", "C", "C", "C", "H", "H", "H", "H", "H", "H", "N", "N", "O"], "positions_angstrom": [[1.5985, -1.7253, -0.5567], [0.4584, -0.6516, -0.2878], [-0.7764, -1.0946, 0.2921], [-1.8919, 0.8888, 0.4895], [-0.8897, 1.8759, 0.4111], [0.3734, 1.6803, -0.3346], [2.6071, -1.1383, -0.1940], [1.2775, -2.7000, -0.1148], [1.7862, -1.8477, -1.6330], [-0.6815, -2.0602, 1.2909], [-2.9627, 1.2593, 0.6506], [1.1079, 2.4751, -0.6407], [-2.0279, -0.4517, 0.4025], [1.0863, 0.5199, -0.5733], [-1.0652, 2.9700, 0.7981]]}


(6)
{"formula": "C6H6N2O", "method": "ωB97M-V with the def2-TZVPD basis set", "relative_energy_ev": 1.307, "smiles": "Cn1ncc2ccoc21", "elements": ["C", "C", "C", "C", "C", "C", "H", "H", "H", "H", "H", "H", "N", "N", "O"], "positions_angstrom": [[-0.8657, -1.1306, 2.1219], [0.4051, -1.3878, -1.1752], [0.4235, 0.0623, -1.0842], [0.6629, 1.3997, -1.5421], [0.3761, 2.2280, -0.5174], [-0.1285, 0.2384, 0.1699], [-0.9871, -0.1295, 2.5125], [-0.0993, -1.6966, 2.6748], [-1.8187, -1.6852, 2.2005], [0.8279, -1.9840, -1.9547], [1.0706, 1.7461, -2.4679], [0.4560, 3.2647, -0.3254], [-0.4331, -0.9401, 0.7526], [-0.0885, -1.9294, -0.0668], [-0.1298, 1.5139, 0.5904]]}


(7)
{"formula": "C6H6N2O", "method": "ωB97M-V with the def2-TZVPD basis set", "relative_energy_ev": 8.879, "elements": ["C", "C", "C", "C", "C", "C", "H", "H", "H", "H", "H", "H", "N", "N", "O"], "positions_angstrom": [[-0.6839, 1.4272, 1.1638], [0.1164, 0.2693, 0.5687], [-0.2836, -1.0227, 0.9012], [-0.8063, 0.2340, -1.5953], [0.6271, 0.2363, -0.9163], [1.5386, 0.7079, 0.2793], [0.3408, -2.0405, 1.0736], [-0.9928, -1.3501, 1.6197], [-1.0532, 1.0345, -2.3630], [0.9936, -0.8749, -0.9317], [2.3576, -0.0886, 0.2065], [1.9107, 1.9563, -0.1057], [-1.4437, 1.8462, 2.0593], [-1.5359, -0.7107, -1.4364], [-1.0855, -1.6242, -0.5238]]}


(8)
{"formula": "C6H6N2O2", "method": "ωB97M-V with the def2-TZVPD basis set", "relative_energy_ev": 1.552, "smiles": "CCc1[nH]c(=O)oc1C#N", "elements": ["C", "C", "C", "C", "C", "C", "N", "N", "O", "O", "H", "H", "H", "H", "H", "H"], "positions_angstrom": [[-3.0583, -1.8599, -1.0127], [-2.7621, -0.6147, -0.5281], [-1.5624, -0.0817, 0.0831], [-3.2897, 1.3605, 0.4031], [0.8839, -0.1055, 0.9146], [-0.2269, -0.7352, 0.0942], [-3.5945, -2.8378, -1.3812], [-1.8855, 1.1845, 0.5688], [-3.9562, 2.3021, 0.6789], [-3.8628, 0.2835, -0.2373], [1.8522, -0.6222, 0.7231], [0.9672, -0.4004, 1.9250], [0.9046, 0.9984, 0.9064], [-0.2342, -1.7345, 0.4092], [0.1155, -0.9067, -0.9341], [-1.2587, 1.8116, 1.0204]]}


(9)
{"formula": "C6H6N2O2", "method": "ωB97M-V with the def2-TZVPD basis set", "relative_energy_ev": 3.063, "smiles": "O=c1cc[nH]c(=O)[nH]1.C#C", "elements": ["C", "C", "C", "C", "C", "C", "H", "H", "H", "H", "H", "H", "N", "N", "O", "O"], "positions_angstrom": [[-0.3282, -1.1535, -1.8446], [0.9225, -0.6520, -2.4226], [1.7796, -0.0110, -1.5738], [0.3269, -0.0861, 0.2788], [-1.5332, 1.0585, 2.6320], [-2.0929, 1.3383, 3.6083], [-1.3526, -1.1322, -0.0068], [1.1906, -0.9355, -3.4578], [2.8034, 0.2748, -1.8839], [2.1782, 0.6989, 0.3334], [-1.1070, 1.0723, 1.6184], [-2.6701, 1.6428, 4.5045], [-0.5381, -0.7627, -0.5281], [1.5025, 0.2826, -0.2797], [-1.1587, -1.8440, -2.4129], [0.0773, 0.2086, 1.4348]]}


(10)
{"formula": "C6H6N3O2", "method": "ωB97M-V with the def2-TZVPD basis set", "relative_energy_ev": 8.080, "smiles": "O=C1/N=C\\C=C/C[C@H]2O/[N+]2=N/1", "charge": 1, "elements": ["C", "C", "C", "C", "C", "C", "N", "N", "N", "O", "O", "H", "H", "H", "H", "H", "H"], "positions_angstrom": [[-0.1967, -1.3815, 0.0903], [0.5621, -0.3197, 0.3338], [-1.2373, -1.7627, -0.8575], [-3.0032, -0.6313, 0.1228], [0.4475, 1.1264, -0.1975], [-0.7527, 1.9514, 0.3377], [-2.9406, 0.8415, -0.3078], [-2.4552, -1.4661, -0.7506], [-2.0574, 1.5968, -0.0796], [-1.6209, 2.7412, -0.5218], [-3.6938, -0.9601, 1.0301], [0.2051, -2.3711, 0.6629], [1.3300, -0.3902, 1.0742], [-1.1064, -2.4240, -1.7093], [1.3020, 1.5289, 0.1480], [0.3334, 0.9380, -1.3606], [-0.4650, 2.1868, 1.3743]]}


(11)
{"formula": "C6H6N4O", "method": "ωB97M-V with the def2-TZVPD basis set", "relative_energy_ev": 0.972, "smiles": "Cc1cc(=O)nc(NC#N)[nH]1", "elements": ["C", "C", "C", "C", "C", "C", "H", "H", "H", "H", "H", "H", "N", "N", "N", "N", "O"], "positions_angstrom": [[0.8256, 2.2527, 0.0187], [0.8410, 0.7554, -0.0185], [1.8661, -0.0682, 0.0114], [1.6486, -1.5233, 0.0525], [-0.6741, -1.1113, 0.0001], [-3.1263, -0.9277, 0.0286], [0.2460, 2.6097, 0.9433], [1.8284, 2.6820, 0.1759], [0.2716, 2.7468, -0.8313], [2.8810, 0.2698, -0.1299], [-1.9387, -2.7010, 0.0969], [-1.2207, 0.8653, -0.2196], [0.3346, -1.9285, 0.0818], [-1.9084, -1.6848, -0.0791], [-3.9690, -0.1378, 0.0274], [-0.4772, 0.2132, -0.1116], [2.5715, -2.3121, -0.0464]]}


(12)
{"formula": "C6H6N4O2", "method": "ωB97M-V with the def2-TZVPD basis set", "relative_energy_ev": 2.336, "smiles": "NC(=O)NC(=O)c1cnccn1", "elements": ["C", "C", "C", "C", "C", "C", "H", "H", "H", "H", "H", "H", "N", "N", "N", "N", "O", "O"], "positions_angstrom": [[2.0114, -0.5505, 0.3984], [0.4439, 1.5102, -0.0936], [-0.7085, 0.5396, -0.1853], [-1.8411, 0.8264, 0.5723], [-2.6430, -1.1559, 0.0025], [-1.5704, -1.4724, -0.8201], [3.1411, -0.9029, -1.2742], [3.0855, -1.8827, 0.1529], [2.5586, 1.2446, -0.6371], [-2.1195, 1.8480, 1.0356], [-3.6354, -1.6773, -0.1629], [-1.4241, -2.4645, -1.3815], [3.0751, -0.9733, -0.1906], [1.6711, 0.7654, -0.0682], [-2.9466, 0.0675, 0.6012], [-0.4302, -0.6260, -0.9149], [1.4500, -1.2978, 1.1639], [0.3818, 2.6747, -0.2853]]}


(13)
{"formula": "C6H6N4S4SbSe3TcTe", "method": "ωB97M-V with the def2-TZVPD basis set", "relative_energy_ev": 1.107, "charge": 2, "elements": ["Tc", "N", "C", "C", "N", "C", "C", "N", "C", "C", "N", "H", "H", "H", "H", "H", "H", "Se", "Se", "Te", "Se", "S", "Sb", "S", "S", "S"], "positions_angstrom": [[-0.2820, 0.0332, -0.0536], [-1.2027, 1.4890, -3.8562], [-0.7963, 2.7423, -3.4406], [-0.4139, 2.6057, -2.1478], [-0.5778, 1.2881, -1.7709], [-1.0559, 0.6518, -2.8236], [-1.3451, -0.7621, -2.6655], [-1.1116, -1.3213, -1.4795], [-1.4845, -2.6522, -1.5997], [-1.9255, -2.8719, -2.8588], [-1.8279, -1.6624, -3.5199], [-1.5434, 1.2699, -4.7790], [-0.8156, 3.5965, -4.0939], [-0.0247, 3.3495, -1.4748], [-1.4095, -3.3405, -0.7807], [-2.2970, -3.7586, -3.3417], [-2.0929, -1.5094, -4.4805], [-0.6113, 1.9030, 1.3767], [0.5632, 5.0511, 2.7898], [0.6258, 3.5314, 4.5351], [-0.0576, 1.3335, 3.6096], [0.5319, -3.4130, 1.1020], [2.4069, -4.3900, 2.4722], [0.6519, -1.4285, 1.5927], [1.8661, -0.4705, 0.2590], [3.3897, -2.5755, 3.1724]]}


(14)
{"formula": "C6H6N5S", "method": "ωB97M-V with the def2-TZVPD basis set", "relative_energy_ev": 1.591, "charge": 1, "elements": ["C", "C", "C", "C", "C", "C", "N", "N", "N", "N", "N", "S", "H", "H", "H", "H", "H", "H"], "positions_angstrom": [[1.2611, 2.2609, -0.3205], [0.5325, 1.8651, 0.7921], [1.6518, 1.2871, -1.2406], [0.3282, 0.5363, 1.1144], [1.3719, -0.0440, -0.9938], [0.7692, -0.4479, 0.2029], [-2.5062, -1.2083, -0.9695], [-2.0535, -1.0198, -1.9682], [-2.6958, -1.6742, 0.1101], [0.4558, -1.7986, 0.4347], [-0.4608, -2.3588, 0.9120], [-1.2145, -3.4018, 1.6962], [1.4393, 3.3102, -0.4688], [0.4895, 2.6146, 1.7478], [2.3286, 1.6198, -2.1853], [-0.1810, 0.3274, 2.0833], [1.7541, -0.7424, -1.6242], [-3.2703, -1.1257, 0.6775]]}


(15)
{"formula": "C6H6NO5PPdS", "method": "ωB97M-V with the def2-TZVPD basis set", "e_tot_ha": -1529.6650, "charge": 2, "elements": ["O", "C", "O", "C", "C", "C", "N", "C", "C", "O", "P", "O", "O", "S", "H", "H", "H", "H", "H", "H", "Pd"], "positions_angstrom": [[-0.9339, 1.8673, 1.7091], [-1.0449, 1.5852, 0.5118], [-0.0141, 2.0643, -0.3955], [1.0697, 1.1541, -0.4109], [1.1404, -0.1231, -1.2927], [2.3866, -1.0461, -1.2088], [3.5466, -0.9826, -0.4055], [3.4097, 0.1855, 0.4092], [2.3113, 1.2700, 0.4810], [-2.1057, 0.8765, -0.1024], [-2.6106, -0.4669, 0.8220], [-3.1897, -1.6209, -0.3204], [-3.9201, -0.1329, 1.8614], [-1.2061, -1.3503, 1.8346], [0.2701, -0.3751, -2.0133], [2.3766, -1.9540, -1.9266], [4.2916, 0.3322, 1.1453], [2.4188, 2.1554, 1.1967], [-2.9490, -2.4908, 0.0957], [-4.7582, -0.1431, 1.3226], [-0.4890, -0.8047, -3.3133]]}